Model i:
Density functional theory data (ωB97M-V with the def2-TZVPD basis set) for an isolated molecule of C3H6N4O.

For the LUMO energy (alpha / beta), the calculation gives -0.72 / -0.72 eV.

ORCA input file:
```
! RIJCOSX wB97M-V def2-TZVPD def2/J DEFGRID3
* xyz 0 1
C -0.6118 -0.8388 0.3201
C -1.6303 0.2472 -0.2715
C 1.6131 -0.2770 -0.7706
N -1.0464 -1.9093 0.7477
N -1.2174 1.4282 -0.0105
N 0.5757 1.0132 1.0844
N 0.6711 -0.0979 0.3617
O -2.5450 -0.1705 -0.9270
H 1.0132 0.3880 -1.5619
H 2.5444 0.1394 -0.3004
H 1.8690 -1.3358 -1.0237
H -0.4674 -2.5716 1.4276
H -1.7543 2.1908 0.3440
H 0.9862 1.7938 0.5800
*
```



Model ii:
Density functional theory data (ωB97M-V with the def2-TZVPD basis set) for an isolated molecule of C3H6N4O.

Its structure (SMILES) is NNC1=NCC=NO1. For the LUMO energy, the calculation gives 0.67 eV.

ORCA input file:
```
! RIJCOSX wB97M-V def2-TZVPD def2/J DEFGRID3
* xyz 0 1
C -0.3243 -0.5896 -0.2342
C 1.9759 -0.7727 0.0291
C 1.8252 0.7453 0.2842
H -3.0525 0.4695 -0.6262
H -3.1300 -0.0153 1.0179
H -1.9408 -1.5396 0.5140
H 2.5980 -1.3206 0.7153
H 2.6147 -0.8078 -1.0348
H 2.7500 1.1324 1.0072
N -2.4478 0.3952 0.3060
N -1.5894 -0.7327 -0.0282
N 0.7134 -1.3142 -0.0379
N 0.8355 1.4883 0.0020
O -0.4104 0.8659 -0.4701
*
```



Model iii:
Density functional theory data (ωB97M-V with the def2-TZVPD basis set) for an isolated molecule of C3H6N4O.

Its structure (SMILES) is Nc1[nH]c(=O)[nH]c1N. For the LUMO energy, the calculation gives 0.67 eV.

ORCA input file:
```
! RIJCOSX wB97M-V def2-TZVPD def2/J DEFGRID3
* xyz 0 1
C 0.7019 0.6649 -0.0801
C -1.4756 0.0069 -0.0652
C 0.7017 -0.6998 0.0192
H 2.6030 1.3983 -0.1523
H 1.3570 2.4981 -0.1029
H -0.8015 1.7819 0.5286
H -0.9008 -2.0551 -0.0867
H 1.5582 -2.4761 -0.2385
H 2.6657 -1.1789 -0.0461
N 1.6802 1.6083 0.1052
N -0.6521 1.1581 -0.1779
N -0.5977 -1.1004 -0.1490
N 1.7559 -1.5842 0.1551
O -2.6693 -0.0466 0.1651
*
```



Model iv:
Density functional theory data (ωB97M-V with the def2-TZVPD basis set) for a structure of composition C3H6N4O.

For the LUMO energy, the calculation gives -0.22 eV.

ORCA input file:
```
! RIJCOSX wB97M-V def2-TZVPD def2/J DEFGRID3
* xyz 0 1
C -0.0703 -0.2181 -0.8148
C -1.1552 0.4554 -1.1253
C -1.1461 0.1332 1.0294
H 0.9554 -1.5931 -2.0211
H 1.3808 0.1994 -2.3324
H -1.4608 0.9033 -2.0635
H -1.0285 -0.2232 2.8773
H 2.4846 -0.6179 1.1221
H 1.2327 1.2491 0.8363
N 1.0925 -0.4854 -1.5501
N -1.5131 0.3015 2.1514
N -0.1631 -0.9484 0.5482
N 1.2008 0.0050 1.3901
O -1.8097 0.8391 -0.0476
*
```



Quick look at relative energies in hartree: model i 0.1875; model ii 0.1983; model iii 0.0000; model iv 0.3029.



Model i:
Density functional theory data (ωB97M-V with the def2-TZVPD basis set) for an isolated molecule of C3H6N4O.

Its structure (SMILES) is [H]/N=C(/N)N(C=O)/C=N/[H]. For the LUMO energy, the calculation gives 0.17 eV.

ORCA input file:
```
! RIJCOSX wB97M-V def2-TZVPD def2/J DEFGRID3
* xyz 0 1
C 0.4570 -0.8885 0.7288
C -0.0979 1.2218 -0.4495
C -0.8408 -0.6677 -1.4375
H 1.4934 -0.6251 2.5765
H 1.7157 0.6738 1.2285
H -0.7845 -1.9386 -0.2057
H -1.0462 1.6798 -1.0235
H -0.2101 2.8322 0.2593
H -1.1017 0.1155 -2.2680
N 1.6381 -0.4857 1.3610
N -0.2581 -2.0043 0.9496
N 0.1830 -0.1428 -0.5622
N 0.2966 1.9796 0.5928
O -1.4443 -1.7501 -1.7501
*
```



Model ii:
Density functional theory data (ωB97M-V with the def2-TZVPD basis set) for an isolated molecule of C3H6N4O.

Its structure (SMILES) is C=N/N=C\N(N)C=O. For the LUMO energy, the calculation gives 0.40 eV.

ORCA input file:
```
! RIJCOSX wB97M-V def2-TZVPD def2/J DEFGRID3
* xyz 0 1
C -2.2264 -0.9781 -0.4347
C -0.7842 0.6579 0.2109
C 2.4488 1.5914 0.1049
H 0.6636 -1.6685 1.0283
H 0.9607 -2.0552 -0.5983
H -2.5456 -1.8880 -1.0953
H -1.8060 0.9725 0.0944
H 2.3327 2.8698 -0.2040
H 3.3902 1.0212 -0.1156
N -0.0032 -1.8316 0.1761
N -0.8359 -0.6496 -0.1114
N 0.1733 1.4061 0.8027
N 1.4070 0.8227 0.4440
O -3.1751 -0.2708 -0.3020
*
```



Quick look at relative energies in hartree: model i 0.0000; model ii 0.0421.



Model i:
Density functional theory data (ωB97M-V with the def2-TZVPD basis set) for a structure of composition C3H6N4O.

For the LUMO energy, the calculation gives -0.40 eV.

ORCA input file:
```
! RIJCOSX wB97M-V def2-TZVPD def2/J DEFGRID3
* xyz 0 1
C 2.5541 -0.1297 0.3553
C 0.2061 -0.5509 -0.1587
C -1.0803 -1.3932 -0.2855
H 2.6739 1.1995 -0.1332
H 2.3511 -0.0925 1.7437
H 3.5423 -0.9610 0.0039
H -0.9129 -2.3536 -0.6345
H 1.0229 1.1971 -1.1730
H 0.3004 2.6898 -0.1042
N 1.4774 -1.0079 -0.2148
N -2.1554 -0.6047 0.1017
N -0.2142 0.6835 0.3621
N 0.1001 1.7058 -0.5947
O -1.6890 0.6659 0.4063
*
```



Model ii:
Density functional theory data (ωB97M-V with the def2-TZVPD basis set) for an isolated molecule of C3H6N4O.

Its structure (SMILES) is [H]/N=c1/[nH]c(N)c(O)[nH]1. For the LUMO energy, the calculation gives 0.59 eV.

ORCA input file:
```
! RIJCOSX wB97M-V def2-TZVPD def2/J DEFGRID3
* xyz 0 1
C 0.7606 0.6053 -0.1684
C -1.4695 -0.0654 -0.1629
C 0.7595 -0.7864 -0.1544
H 1.4300 2.4831 -0.5323
H 2.5013 1.4714 0.2358
H -1.0217 1.6120 0.5355
H -3.2868 -0.7963 0.0149
H -1.0700 -2.1540 -0.0617
H 1.7400 -2.1933 0.7188
N 1.6029 1.6637 -0.0311
N -0.5625 0.9824 -0.1150
N -2.7293 0.0640 0.0069
N -0.5555 -1.2500 -0.2019
O 1.9010 -1.6364 -0.0841
*
```



Model iii:
Density functional theory data (ωB97M-V with the def2-TZVPD basis set) for an isolated molecule of C3H6N4O.

Its structure (SMILES) is [H]/N=c1\ncn(C)n1O. For the LUMO energy, the calculation gives 0.45 eV.

ORCA input file:
```
! RIJCOSX wB97M-V def2-TZVPD def2/J DEFGRID3
* xyz 0 1
C 0.4750 1.3708 1.2419
C 0.9127 0.5267 -1.0499
C -0.6967 -0.8965 -1.0667
H 0.6760 0.9698 2.2977
H 1.1805 2.2354 1.0770
H -0.3844 1.9508 0.9250
H 1.7846 0.9685 -1.4568
H -0.8551 -2.4733 -1.9691
H -0.8158 -1.7878 1.1708
N 0.6514 0.3749 0.2210
N 0.1021 -0.1336 -1.9030
N -1.1171 -2.0916 -1.0746
N -0.6238 -0.2438 0.1982
O -1.2896 -0.7703 1.3884
*
```



Model iv:
Density functional theory data (ωB97M-V with the def2-TZVPD basis set) for a structure of composition C3H6N4O.

For the LUMO energy, the calculation gives 0.53 eV.

ORCA input file:
```
! RIJCOSX wB97M-V def2-TZVPD def2/J DEFGRID3
* xyz 0 1
C 2.2016 -0.1323 -0.1557
C 0.0619 -1.2638 -0.0124
C -2.0331 0.9865 0.0188
H 2.8532 1.8235 0.4424
H 2.2713 -1.2493 -0.9761
H 0.2863 0.6496 0.7234
H 0.9087 -2.1168 0.0239
H -3.0062 -0.7986 0.0007
H -3.1456 1.3693 0.1430
N 3.1642 0.7346 -0.2669
N 0.8938 -0.1060 0.6163
N -1.1648 -1.3378 -0.2025
N -2.1231 -0.4198 -0.1172
O -1.1683 1.8609 -0.2376
*
```



Quick look at relative energies in hartree: model i 0.2789; model ii 0.0000; model iii 0.1239; model iv 0.1355.



Model i:
Density functional theory data (ωB97M-V with the def2-TZVPD basis set) for a structure of composition C3H6N4O.

For the LUMO energy, the calculation gives -0.14 eV.

ORCA input file:
```
! RIJCOSX wB97M-V def2-TZVPD def2/J DEFGRID3
* xyz 0 1
C -0.9663 -0.4844 -0.1617
C 1.3028 0.1352 0.2482
C -0.4041 1.9211 -0.1060
H -1.1468 -2.5598 -0.5865
H 0.8196 -1.9188 -0.9407
H -2.5137 0.3314 0.8463
H 1.1582 -0.9133 0.9459
H 3.0822 0.0704 0.7349
H 0.4320 2.5445 -0.1053
N -0.4363 -1.7110 -0.5600
N -2.2026 -0.6401 0.4546
N 0.0249 0.4476 -0.2292
N 2.4886 0.5908 -0.1562
O -1.6384 2.1866 -0.3843
*
```



Model ii:
Density functional theory data (ωB97M-V with the def2-TZVPD basis set) for an isolated molecule of C3H6N4O.

Its structure (SMILES) is [H]/N=C/N=C\N(O)/C=N/[H]. For the LUMO energy, the calculation gives 0.44 eV.

ORCA input file:
```
! RIJCOSX wB97M-V def2-TZVPD def2/J DEFGRID3
* xyz 0 1
C 2.0780 0.2950 -0.0792
C -0.2453 1.2485 -0.0444
C -2.1987 -0.1069 0.2296
H 0.8383 -1.6398 -0.1837
H 2.4419 1.3970 -0.0738
H 3.6924 -0.4985 -0.5332
H 0.2129 2.2935 -0.1062
H -2.1439 -0.2235 1.3875
H -3.5582 -1.5935 0.1255
N 0.6113 0.3077 0.0936
N 2.7274 -0.8121 -0.1013
N -1.5105 1.1685 -0.2814
N -2.9983 -0.8107 -0.4193
O 0.0529 -1.0252 -0.0134
*
```



Model iii:
Density functional theory data (ωB97M-V with the def2-TZVPD basis set) for an isolated molecule of C3H6N4O.

For the LUMO energy (alpha / beta), the calculation gives 0.50 / 0.50 eV.

ORCA input file:
```
! RIJCOSX wB97M-V def2-TZVPD def2/J DEFGRID3
* xyz 0 1
C 1.4074 -0.4256 0.4611
C 0.6950 0.1108 -0.6823
C -1.7239 -0.2279 -0.1852
N 1.2869 0.7928 -1.6344
N 0.4256 1.3118 -2.4272
N -0.7575 1.0028 -1.9682
N -0.6721 0.2066 -0.8326
O 1.6654 0.5426 1.4923
H 0.8275 -1.2009 0.8375
H 2.3658 -0.9910 0.2045
H -2.7353 -0.3077 -0.4807
H -1.6604 -0.7018 0.7658
H 2.0865 1.2618 0.8235
H -1.4479 1.7065 -2.2149
*
```



Quick look at relative energies in hartree: model i 0.0198; model ii 0.0000; model iii 0.0227.